Entry 1:
The following is a quantum chemistry calculation of a structure of composition C19H15N5O9Ru, from the OMol25 dataset.

Last column: Löwdin spin population.
Cartesian coordinates (Å):
Ru: -0.02585 0.16295 0.12200  0.851
O: -3.01493 -2.27289 -1.96036  0.000
C: -2.09252 -1.49036 -1.43119  0.000
O: -1.92379 -1.34024 -0.23876  0.006
C: -1.23342 -0.80152 -2.43724  0.002
C: -1.28145 -0.95268 -3.80986  -0.001
C: -0.32025 -0.29721 -4.57388  0.003
C: 0.66747 0.45200 -3.95107  -0.001
C: 0.64376 0.55697 -2.57007  0.002
N: -0.31465 -0.03132 -1.86180  -0.006
C: 1.67941 1.31924 -1.74338  0.003
O: 2.58055 1.88560 -2.30160  0.012
O: 1.41096 1.37824 -0.45646  0.005
H: -3.50884 -2.70891 -1.24673  0.000
H: -2.03650 -1.57991 -4.26081  0.000
H: -0.33005 -0.39626 -5.65066  0.000
H: 1.46348 0.94030 -4.49641  0.000
O: 0.76440 0.26139 2.06228  0.008
C: 1.50831 -0.55364 2.60782  0.004
C: 2.13583 -1.68973 1.99774  0.005
C: 3.02015 -2.43907 2.78685  -0.001
C: 3.67946 -3.50120 2.23626  0.007
C: 3.49516 -3.85533 0.89758  0.001
C: 2.62711 -3.13746 0.11596  0.007
C: 1.91567 -2.04281 0.64460  -0.002
O: 1.07304 -1.43327 -0.15353  0.027
N: 4.60320 -4.28366 3.06851  0.001
O: 5.23019 -5.16433 2.51900  0.001
O: 4.78112 -3.90401 4.20733  0.002
H: 1.72582 -0.38281 3.66870  0.000
H: 3.18815 -2.18174 3.82429  0.000
H: 4.04327 -4.69720 0.49914  0.000
H: 2.46625 -3.39691 -0.92099  0.000
C: -3.62731 2.30292 2.93165  0.001
N: -2.94943 2.64932 1.68082  0.000
C: -3.16292 3.81877 1.02971  0.000
C: -2.49389 4.13154 -0.09913  -0.001
C: -1.53721 3.19199 -0.58746  -0.001
N: -1.36181 2.02582 0.02498  -0.002
C: -2.03429 1.75368 1.17889  0.004
O: -1.78186 0.69775 1.75437  0.064
N: -0.82347 3.48298 -1.67923  0.000
H: -4.33291 3.09311 3.17106  0.000
H: -2.89600 2.20166 3.73000  0.000
H: -4.15183 1.35816 2.81393  0.000
H: -3.89090 4.48302 1.47400  0.000
H: -2.66077 5.07056 -0.60238  0.000
H: -0.88017 4.40170 -2.08223  0.000
H: -0.03572 2.91481 -1.93224  0.000

Results
Calculated total energy = -1778.67926 hartree
Orbital gap (spin up / spin down) = 7.6 / 7.2 eV
Expectation value of S² = 0.76
Spin multiplicity = 2
Molar mass = 558.42 g/mol
ΔE to the lowest compared entry with this formula, charge and spin = 1.3 kJ/mol
Total charge = +1
E_LUMO (spin up / spin down) = -3.8 / -4.2 eV

=====

Entry 2:
The following is a quantum chemistry calculation of a structure of composition C19H15N8O2Pd, from the OMol25 dataset.

Last column: Löwdin spin population.
Cartesian coordinates (Å):
Pd: -2.00279 0.23495 -0.04782  0.034
C: -2.03665 0.47309 -4.38909  0.359
C: -2.49175 0.43026 -3.04814  0.125
N: -1.66533 0.26979 -2.04395  0.176
C: -0.28058 0.15573 -2.33337  0.231
C: 0.11367 0.16463 -3.75031  0.192
N: -0.72727 0.31647 -4.70934  0.031
C: 0.55728 0.04231 -1.26198  0.130
C: 1.99822 0.05376 -1.23880  0.158
C: 2.68860 0.05100 -0.05555  0.040
C: 1.94437 0.05881 1.15757  0.264
C: 0.54617 0.03006 1.12101  0.041
N: -0.09992 -0.02758 -0.03015  0.173
C: -0.35884 0.11127 2.28847  0.002
C: 0.02443 0.07086 3.61347  -0.001
N: -0.85380 0.19213 4.60665  0.002
C: -2.12069 0.35738 4.28836  -0.001
C: -2.55248 0.38024 2.95515  0.005
N: -1.67866 0.24834 1.97165  -0.004
C: 4.19271 0.07243 -0.02389  -0.016
C: 4.93420 0.07742 -1.21078  0.050
C: 6.32547 0.10058 -1.17368  0.086
N: 6.82602 0.11495 0.02900  0.698
C: 6.27895 0.10785 1.20805  0.083
C: 4.88378 0.08527 1.19009  0.050
H: -2.73810 0.63983 -5.19543  0.013
H: -3.54125 0.56444 -2.81510  0.002
H: 1.15367 0.01551 -4.02030  0.005
H: 2.50266 0.09357 -2.19210  0.006
H: 2.42686 0.10952 2.11909  0.014
H: 1.05946 -0.06418 3.90216  0.000
H: -2.83522 0.47372 5.09442  0.000
H: -3.59137 0.52141 2.69058  0.000
H: 4.48552 0.06390 -2.19199  0.006
H: 6.98131 0.10645 -2.03831  0.018
H: 6.89836 0.11923 2.09936  0.018
H: 4.39814 0.07910 2.15309  0.007
N: -4.82294 -2.01991 0.41556  0.398
N: -5.59615 -1.02855 0.03424  0.473
C: -5.20507 0.46723 -0.02824  0.023
O: -6.17921 1.14469 0.00543  0.077
O: -3.97399 0.71023 -0.09447  -0.002
H: -3.99712 -2.21496 -0.13913  0.020
H: -5.28483 -2.82381 0.82902  0.007
H: -6.58584 -1.12946 0.25951  0.006

Results
Calculated total energy = -1448.28267 hartree
Orbital gap (spin up / spin down) = 5.7 / 5.8 eV
Expectation value of S² = 6.05
Spin multiplicity = 5
Molar mass = 493.80 g/mol
ΔE to the lowest compared entry with this formula, charge and spin = 0.0 kJ/mol
Total charge = +3
E_LUMO (spin up / spin down) = -10.1 / -12.6 eV

=====

Entry 3:
The following is a quantum chemistry calculation of a structure of composition C19H16As2Cl5O2S4Y, from the OMol25 dataset.

Last column: natural (NBO) charge in e.
Cartesian coordinates (Å):
Y: -1.35534 -0.49203 -1.15993  1.505
C: 2.79522 -0.34401 0.34821  -0.901
As: 0.91549 -0.95781 0.31151  0.843
C: 1.34384 -2.82647 0.69510  -0.919
C: 0.35233 -0.26373 2.05185  -0.231
C: 0.64279 -0.95927 3.21997  -0.234
C: 0.22539 -0.48028 4.45173  -0.202
C: -0.47928 0.71000 4.51918  -0.178
C: -0.76954 1.41075 3.35814  -0.218
C: -0.36575 0.93563 2.11650  -0.352
As: -0.88175 1.83851 0.45106  0.904
C: -1.98418 3.31504 1.11457  -0.927
C: 0.74935 2.89769 0.16166  -0.928
H: 3.24751 -0.70937 1.26640  0.230
H: 2.86706 0.73951 0.30964  0.232
H: 3.30480 -0.77374 -0.51379  0.234
H: 2.20004 -2.90748 1.36198  0.221
H: 1.58147 -3.29132 -0.26054  0.248
H: 0.47864 -3.33554 1.11352  0.256
H: 1.18923 -1.89281 3.16323  0.214
H: 0.44676 -1.03932 5.35147  0.222
H: -0.81694 1.08745 5.47573  0.219
H: -1.33960 2.32842 3.42973  0.212
H: -2.89701 2.93935 1.57247  0.247
H: -2.25080 3.91850 0.24754  0.241
H: -1.42809 3.92957 1.81893  0.229
H: 1.19407 3.15075 1.12124  0.232
H: 0.48346 3.80737 -0.37540  0.240
H: 1.45965 2.34050 -0.44623  0.228
O: -3.40224 -5.59377 3.26247  -0.564
C: -3.14264 -4.73487 2.46433  0.190
S: -3.58595 -3.03223 2.65764  0.336
C: -2.88993 -2.44971 1.15009  -0.381
C: -2.27886 -3.36605 0.37206  -0.407
S: -1.48335 -3.06610 -1.14953  -0.352
S: -2.26758 -5.02666 0.95248  0.326
S: -3.07756 -0.75227 0.80109  -0.354
Cl: 2.62402 1.10741 -7.33057  0.062
C: 1.69492 1.09252 -5.88559  -0.117
C: 1.55041 -0.08764 -5.16067  -0.063
Cl: 2.31846 -1.53391 -5.67258  0.069
C: 0.77969 -0.08437 -4.00968  -0.155
Cl: 0.53864 -1.52026 -3.06759  0.114
C: 0.11590 1.05714 -3.53698  0.384
O: -0.64043 1.01763 -2.47620  -0.875
C: 0.31592 2.24390 -4.26711  -0.136
Cl: -0.41948 3.67086 -3.65021  0.048
C: 1.07609 2.25864 -5.42774  -0.060
Cl: 1.26514 3.72390 -6.30119  0.070

Results
Calculated total energy = -9287.81714 hartree
Orbital gap = 7.0 eV
Molar mass = 820.62 g/mol
ΔE to the lowest compared entry with this formula, charge and spin = 52.5 kJ/mol
E_LUMO = -0.3 eV

=====

Entry 4:
The following is a quantum chemistry calculation of an isolated molecule of C19H16BrN3O4S, from the OMol25 dataset.

Last column: natural (NBO) charge in e.
Cartesian coordinates (Å):
C: -6.13280 -4.06062 -1.11451  -0.253
O: -6.35106 -2.93295 -0.28807  -0.488
C: -5.29353 -2.13341 -0.08367  0.498
C: -5.46258 -1.00315 0.72785  -0.278
C: -4.38517 -0.17647 0.94429  -0.171
C: -3.15960 -0.49346 0.34683  0.058
N: -2.00185 0.27841 0.49011  -0.582
C: -1.81985 1.39534 1.24659  0.646
O: -2.66065 1.88892 1.96773  -0.599
C: -0.44452 1.98374 1.13770  -0.060
C: 0.03567 2.69932 2.23414  -0.164
C: 1.28159 3.29940 2.20353  -0.205
C: 2.06703 3.19738 1.06501  -0.172
C: 1.58042 2.49802 -0.02155  -0.337
S: 2.55103 2.37063 -1.51623  2.313
O: 3.82945 2.97900 -1.31822  -0.914
O: 1.74699 2.75574 -2.63476  -0.927
N: 2.70911 0.69341 -1.68698  -0.856
C: 3.74737 -0.02097 -1.10246  0.142
C: 4.23693 0.35760 0.14510  -0.188
C: 5.25227 -0.36346 0.74321  -0.227
C: 5.77138 -1.47449 0.10061  -0.102
Br: 7.16162 -2.47241 0.92885  0.052
C: 5.29056 -1.87179 -1.13524  -0.204
C: 4.28342 -1.14174 -1.73524  -0.243
C: 0.33927 1.89612 -0.00887  -0.195
C: -3.10286 -1.63757 -0.43948  0.035
N: -4.13534 -2.43534 -0.65058  -0.486
H: -5.36716 -4.71068 -0.68556  0.188
H: -5.81066 -3.75157 -2.11123  0.189
H: -7.08654 -4.58089 -1.16779  0.193
H: -6.42733 -0.80462 1.16351  0.231
H: -4.47224 0.70128 1.56251  0.260
H: -1.20274 -0.07415 -0.01775  0.402
H: -0.59754 2.77927 3.10503  0.244
H: 1.63847 3.85103 3.05932  0.228
H: 3.03984 3.65905 0.99529  0.248
H: 2.45368 0.39790 -2.61748  0.420
H: 3.82995 1.22479 0.63654  0.214
H: 5.63697 -0.06392 1.70571  0.231
H: 5.70399 -2.73823 -1.62795  0.231
H: 3.90840 -1.44066 -2.70295  0.215
H: 0.00229 1.41230 -0.91291  0.233
H: -2.18370 -1.93603 -0.92994  0.182

Results
Calculated total energy = -4171.07748 hartree
Orbital gap = 8.4 eV
SMILES string = COc1ccc(NC(=O)c2cccc(S(=O)(=O)Nc3ccc(Br)cc3)c2)cn1
Molar mass = 462.32 g/mol
ΔE to the lowest compared entry with this formula, charge and spin = 6.1 kJ/mol
E_LUMO = 0.0 eV

=====

Q: What is the molar mass in the second record?
A: 493.80 g/mol